[1]
Molecular formula: C28H43BrN2O11SSi
Method: DFT, ωB97M-V/def2-TZVPD

LUMO energy (eV): -1.125
HOMO level (eV): -8.66

```
87
C28H43BrN2O11SSi (ωB97M-V/def2-TZVPD)
C 3.036 0.447 1.852
C 1.571 -0.144 2.044
C 1.300 -1.512 1.285
C -0.256 -1.787 1.270
O -0.951 -1.381 0.073
C -1.104 0.016 -0.003
C -0.224 0.830 -0.985
Si 1.050 -0.015 -2.174
C 0.969 0.807 -3.923
C 2.860 0.170 -1.591
C 0.705 -1.866 -2.454
C -0.366 2.295 -1.016
C 0.493 3.259 -1.925
O 0.674 4.577 -1.340
C 1.985 5.080 -1.612
C 3.045 4.778 -0.477
C -1.419 2.937 -0.083
N -1.802 4.259 0.104
S -2.967 4.377 1.294
N -3.183 2.760 1.690
C -2.283 2.124 0.870
C -2.117 0.603 0.882
C -3.055 -0.191 1.849
C -4.363 -0.599 1.000
C -5.466 0.522 0.958
Br -6.079 1.124 2.737
H 3.735 -0.217 1.283
H 3.413 0.706 2.888
H 2.919 1.447 1.331
H 0.842 0.675 1.805
H 1.436 -0.362 3.150
H 1.755 -2.320 1.941
H 1.809 -1.603 0.290
H -0.674 -1.373 2.227
H -0.385 -2.913 1.334
H 0.987 0.024 -4.733
H -0.015 1.366 -4.013
H 1.798 1.563 -4.018
H 3.480 0.409 -2.512
H 3.210 -0.839 -1.244
H 2.975 0.985 -0.831
H -0.411 -2.036 -2.563
H 1.143 -2.148 -3.462
H 1.079 -2.533 -1.633
H 1.540 2.879 -2.129
H -0.022 3.445 -2.920
H 1.895 6.209 -1.669
H 2.389 4.773 -2.625
H 3.656 3.851 -0.699
H 3.804 5.622 -0.441
H 2.606 4.710 0.554
H -2.635 -1.157 2.228
H -3.307 0.481 2.712
H -4.755 -1.588 1.382
H -4.018 -0.796 -0.063
H -5.168 1.373 0.275
H -6.374 0.063 0.461
C 5.403 -2.276 5.804
C 4.141 -1.533 5.469
O 3.872 -1.948 4.134
C 4.487 -3.149 3.953
O 4.324 -3.850 3.004
O 5.307 -3.445 4.996
H 5.468 -2.538 6.859
H 6.303 -1.724 5.519
H 3.301 -1.825 6.106
H 4.266 -0.452 5.523
C -4.197 2.643 -3.967
C -2.980 3.323 -3.409
O -1.986 3.037 -4.371
C -2.616 2.785 -5.552
O -2.064 2.672 -6.599
O -3.963 2.680 -5.373
H -5.120 3.163 -3.711
H -4.278 1.600 -3.649
H -3.105 4.407 -3.338
H -2.678 2.940 -2.435
C -0.966 -5.349 -0.198
C -1.416 -5.771 1.172
O -2.389 -6.771 0.893
C -2.113 -7.271 -0.344
O -2.633 -8.234 -0.810
O -1.165 -6.525 -0.975
H 0.079 -5.042 -0.218
H -1.581 -4.544 -0.611
H -0.608 -6.218 1.759
H -1.853 -4.950 1.740
```

---

[2]
Molecular formula: C28H43BrN2P2PdS
Method: DFT, ωB97M-V/def2-TZVPD

LUMO energy (spin up / spin down) (eV): -11.918 / -14.319
Total charge: +4
Energy relative to the best compared isomer or geometry (same formula, charge and spin) (kcal/mol): 0.0
Spin multiplicity: 5
Expectation value of S²: 6.0763
HOMO level (spin up / spin down) (eV): -18.92 / -18.87

```
78
C28H43BrN2P2PdS (ωB97M-V/def2-TZVPD)
N -6.994 5.666 -5.217
C -6.657 6.268 -4.076
C -5.922 5.619 -3.077
C -5.482 4.298 -3.303
C -5.830 3.684 -4.527
C -6.616 4.407 -5.438
C -4.665 3.605 -2.296
Pd -0.224 -0.206 1.714
P 6.335 -0.930 0.583
C -3.515 2.939 -2.587
C -2.656 2.309 -1.594
C -1.524 1.577 -2.010
C -0.702 0.935 -1.073
C -1.069 1.009 0.275
C -2.067 1.849 0.726
C -2.930 2.430 -0.212
Br 2.046 -0.931 2.676
H -5.009 3.693 -1.254
H -3.174 2.899 -3.635
H -5.654 6.150 -2.162
H -5.513 2.666 -4.763
H -6.976 7.303 -3.935
H -6.926 3.942 -6.378
H -1.304 1.512 -3.078
H -3.806 2.986 0.120
H 0.203 0.419 -1.374
H -2.199 2.036 1.790
P -0.397 -2.117 0.558
C 5.767 0.834 0.715
C 6.854 1.811 0.264
H 5.510 0.980 1.774
H 4.852 0.938 0.113
H 6.670 2.785 0.725
H 7.852 1.469 0.563
H 6.844 1.950 -0.823
C 5.496 -1.372 -1.015
C 6.175 -2.529 -1.746
H 5.527 -0.454 -1.620
H 4.448 -1.603 -0.774
H 5.887 -2.497 -2.801
H 7.267 -2.459 -1.688
H 5.862 -3.498 -1.344
C 5.189 -1.731 1.794
C 5.896 -2.081 3.103
H 4.786 -2.630 1.301
H 4.339 -1.045 1.969
H 5.318 -2.855 3.619
H 6.910 -2.457 2.914
H 5.956 -1.214 3.774
C -0.252 -3.446 1.819
C -1.401 -4.445 1.862
H -0.093 -2.954 2.790
H 0.699 -3.943 1.584
H -2.330 -3.991 2.226
H -1.582 -4.896 0.880
H -1.134 -5.252 2.554
C 0.806 -2.536 -0.730
C 0.275 -2.541 -2.165
H 1.183 -3.532 -0.452
H 1.632 -1.823 -0.591
H -0.226 -3.488 -2.404
H -0.420 -1.718 -2.370
H 1.122 -2.437 -2.851
C -2.051 -2.133 -0.184
C -3.094 -1.610 0.808
H -2.265 -3.152 -0.543
H -1.999 -1.478 -1.065
H -3.829 -0.978 0.292
H -3.634 -2.419 1.317
H -2.628 -0.979 1.587
S -3.135 0.333 5.326
C -1.512 0.086 5.929
C -0.598 0.051 4.892
N -1.198 0.168 3.646
C -2.516 0.380 3.740
H -1.267 -0.042 6.975
H 0.477 -0.106 4.956
H -3.206 0.522 2.903
```

---

[3]
Molecular formula: C28H43CdN5OS3
Method: DFT, ωB97M-V/def2-TZVPD

LUMO energy (eV): 0.473
Energy relative to the best compared isomer or geometry (same formula, charge and spin) (kcal/mol): 0.0
HOMO level (eV): -7.86

```
81
C28H43CdN5OS3 (ωB97M-V/def2-TZVPD)
Cd 0.957 0.414 -0.503
O 3.262 4.132 -0.449
C 2.780 2.981 -0.602
N 1.901 2.324 0.206
C 1.564 3.046 1.400
C 1.518 2.170 2.640
C 1.235 2.702 3.923
C 1.201 1.858 5.021
C 1.448 0.497 4.812
C 1.647 0.038 3.529
N 1.704 0.850 2.474
C 3.251 2.234 -1.786
C 4.125 2.880 -2.672
C 4.641 2.179 -3.756
C 4.309 0.840 -3.874
C 3.385 0.279 -3.012
N 2.880 0.962 -1.972
H 0.583 3.543 1.283
H 2.299 3.873 1.512
H 1.039 3.762 4.024
H 0.914 2.210 6.013
H 1.539 -0.189 5.650
H 1.806 -1.040 3.353
H 4.423 3.895 -2.455
H 5.299 2.651 -4.503
H 4.690 0.215 -4.692
H 3.077 -0.766 -3.117
N 2.560 -1.289 0.298
C 2.074 -2.655 0.611
C 2.296 -3.667 -0.529
C 1.153 -3.982 -1.528
C 0.894 -3.037 -2.718
N 0.232 -1.801 -2.304
H 3.419 -1.357 -0.216
H 2.767 -0.811 1.197
H 1.013 -2.572 0.877
H 2.582 -3.022 1.522
H 2.581 -4.607 -0.042
H 3.182 -3.373 -1.095
H 0.228 -4.103 -0.954
H 1.357 -4.980 -1.943
H 0.304 -3.580 -3.488
H 1.850 -2.782 -3.200
H -0.644 -1.993 -1.797
H -0.014 -1.203 -3.083
C -2.447 0.063 4.762
C -2.935 0.910 3.586
S -1.944 0.793 2.064
C -3.062 -0.028 0.885
C -3.243 -1.517 1.053
S -1.726 -2.519 0.906
C -1.599 -3.248 2.575
C -1.282 -2.275 3.705
S -2.739 -1.745 4.625
H -3.009 0.345 5.659
H -1.403 0.293 4.972
H -2.856 1.951 3.870
H -4.004 0.698 3.366
H -2.665 0.174 -0.116
H -4.017 0.500 0.955
H -3.859 -1.885 0.224
H -3.749 -1.700 1.990
H -0.825 -4.011 2.493
H -2.526 -3.766 2.789
H -0.757 -1.397 3.323
H -0.600 -2.746 4.415
C -3.047 3.049 -3.322
C -2.837 1.516 -3.347
C -2.293 1.073 -4.736
C -4.124 0.749 -2.963
C -1.767 1.180 -2.386
C -0.816 0.884 -1.648
H -3.663 3.401 -4.144
H -2.098 3.570 -3.340
H -3.579 3.377 -2.428
H -2.993 1.315 -5.529
H -2.137 0.000 -4.739
H -1.350 1.551 -4.986
H -4.940 1.016 -3.630
H -4.458 1.029 -1.980
H -3.965 -0.327 -2.978
```

---

Energy, respectively: -143988.55720 -135604.71100 -76301.14935 eV.